(1)
C13H16Br33NO2S as an isolated structure, computed with ωB97M-V/def2-TZVPD.

Output
HOMO-LUMO gap in eV: 8.681
HOMO level in eV: -9.20

Geometry as XYZ:
```
66
Properties=species:S:1:pos:R:3:forces:R:3:lowdin_charge:R:1
C 1.9835 -0.6323 0.1719 -0.027 0.389 0.149 -0.086
O 1.4226 0.6628 0.4737 0.196 -0.688 1.107 -0.095
C 0.5416 1.0623 -0.4363 -0.726 -1.026 1.432 -0.771
O 0.8582 1.7160 -1.3452 1.027 2.279 -3.352 0.064
N -0.8021 0.7524 -0.2535 0.151 -1.471 0.521 -0.242
S -1.1292 -0.4892 0.9372 -0.176 0.018 0.291 0.706
H 1.2311 -1.2694 -0.2671 -0.209 -0.327 -0.086 0.065
H 2.3203 -1.0515 1.1044 -0.138 0.030 0.050 -0.020
H 2.8196 -0.5371 -0.5081 0.212 0.193 -0.194 0.100
H -1.1871 0.5344 -1.1620 -0.475 0.404 0.027 0.103
H -1.8277 -1.3807 0.2042 0.232 0.248 -0.253 -0.116
C -0.7751 2.0825 4.2508 -0.043 -0.027 -0.076 -1.601
Br 0.9482 1.2207 4.1760 -0.057 0.018 -0.019 0.579
Br -1.0347 3.2695 2.7533 0.051 -0.089 0.033 0.561
Br -2.2008 0.7951 4.4000 0.156 0.069 0.191 0.544
H -0.7920 2.6852 5.1467 0.002 0.003 0.003 -0.030
C 4.1418 -4.3510 1.2656 -0.015 -0.028 0.086 -1.611
Br 5.8064 -4.3535 0.2937 -0.068 -0.017 0.050 0.604
Br 3.8548 -2.6944 2.1948 0.253 -0.158 0.026 0.638
Br 2.6501 -4.8002 0.1330 0.056 0.062 0.030 0.571
H 4.2153 -5.1235 2.0200 0.009 0.017 0.021 -0.106
C 0.1764 -7.4362 -1.2938 0.019 -0.050 -0.042 -1.646
Br 1.6202 -7.3741 -2.5673 -0.106 0.011 0.030 0.553
Br -0.6887 -5.7216 -1.1119 0.023 -0.063 -0.030 0.549
Br -1.0876 -8.8261 -1.7122 0.073 0.036 -0.002 0.563
H 0.6087 -7.6754 -0.3318 0.014 0.036 0.009 -0.062
C -5.1827 -9.6594 -1.3483 0.002 0.021 0.022 -1.649
Br -4.4932 -8.7167 0.1819 -0.086 -0.041 -0.012 0.551
Br -4.2090 -11.2919 -1.6688 -0.026 0.068 0.017 0.555
Br -7.0773 -9.9732 -1.2014 0.108 -0.007 0.004 0.574
H -5.0296 -9.0247 -2.2090 0.001 -0.001 -0.006 -0.030
C -1.1783 6.0220 -0.6818 0.010 -0.145 -0.118 -1.636
Br -0.3145 6.9075 0.7993 -0.027 -0.024 -0.048 0.576
Br -0.3159 4.3531 -1.1082 -0.107 0.188 0.079 0.664
Br -3.0705 5.8039 -0.3740 0.255 0.007 0.031 0.551
H -1.0620 6.6695 -1.5428 -0.127 -0.127 0.248 -0.152
C 6.3573 -3.0232 5.5673 0.004 0.059 -0.075 -1.623
Br 7.7757 -2.9122 4.2691 -0.098 0.000 0.034 0.575
Br 5.4775 -1.3266 5.8134 0.029 -0.079 -0.042 0.571
Br 5.1004 -4.4119 5.1184 0.075 -0.040 0.183 0.535
H 6.8064 -3.2916 6.5120 -0.006 -0.005 0.006 -0.030
C -5.2543 2.3098 1.4189 0.078 -0.227 -0.012 -1.636
Br -3.8214 1.0317 1.2077 -0.438 0.253 0.041 0.536
Br -6.9508 1.5986 0.8411 0.065 0.054 0.028 0.564
Br -5.3471 2.9942 3.2206 0.015 -0.050 -0.139 0.554
H -5.0260 3.1442 0.7757 0.003 0.057 -0.016 -0.116
C -7.1940 5.4645 -1.2017 -0.036 0.005 -0.046 -1.611
Br -6.2299 5.5216 0.4695 -0.362 0.119 -0.002 0.565
Br -8.9692 4.7545 -0.9766 0.100 0.064 0.015 0.577
Br -7.2163 7.1881 -2.0596 0.010 -0.078 0.062 0.584
H -6.6586 4.7895 -1.8543 0.008 -0.007 0.014 -0.023
C 1.7784 8.2548 -2.2052 0.046 0.032 0.092 -1.605
Br 3.3601 8.1871 -3.3037 -0.094 0.021 0.005 0.605
Br 1.6461 9.9133 -1.2391 0.008 -0.087 -0.096 0.585
Br 0.1931 7.9116 -3.2495 0.168 0.184 -0.254 0.648
H 1.8578 7.4611 -1.4742 -0.016 -0.009 -0.007 -0.047
C 4.9834 -8.1454 1.4815 -0.019 -0.031 -0.029 -1.627
Br 6.4279 -9.3996 1.2807 -0.089 0.064 0.026 0.598
Br 3.3259 -8.8574 0.8012 0.087 -0.011 0.057 0.580
Br 4.8093 -7.5542 3.3120 0.013 -0.092 -0.143 0.577
H 5.2297 -7.2766 0.8851 -0.005 0.005 0.003 -0.073
C 1.2117 8.6686 -6.8519 0.005 -0.001 0.013 -1.667
Br 2.6135 8.7046 -8.1729 -0.080 0.002 0.058 0.570
Br 0.4590 10.4173 -6.5608 0.036 -0.090 -0.023 0.559
Br -0.1465 7.3726 -7.2892 0.063 0.080 0.023 0.557
H 1.6602 8.3562 -5.9185 -0.008 0.000 0.002 -0.103
```
Forces are in eV/Å.



(2)
C13H16Cl2O9P2PdS2 as an isolated structure, computed with ωB97M-V/def2-TZVPD.

Output
HOMO-LUMO gap (spin up / spin down) in eV: 5.880 / 5.916
HOMO level (spin up / spin down) in eV: -8.04 / -8.08
Energy relative to the best compared isomer or geometry (same formula, charge and spin) in kJ/mol: 42.98

Geometry as XYZ:
```
45
Properties=species:S:1:pos:R:3:forces:R:3:lowdin_charge:R:1
Pd 0.5496 0.3192 0.1478 0.164 0.067 -0.413 0.727
C 3.2290 -0.6667 3.7487 -0.012 0.123 -0.035 -0.121
C 2.7015 -0.2410 2.4060 0.386 -0.008 -0.074 -0.697
S 1.2371 0.4468 2.3613 -0.145 -0.174 -0.578 0.936
C 3.6122 -0.4564 1.2099 -0.177 -0.057 0.278 -0.759
C 4.9210 -1.1455 1.4959 -0.104 -0.047 -0.033 -0.125
S 3.2317 0.0371 -0.2734 0.556 -0.019 -0.043 0.864
H 2.4715 -0.5494 4.5180 0.003 0.006 0.001 0.071
H 4.1048 -0.0750 4.0211 0.024 -0.001 0.001 0.093
H 3.5422 -1.7112 3.7134 -0.021 -0.005 -0.008 0.094
H 4.7393 -2.1998 1.7231 0.005 0.003 0.009 0.097
H 5.4310 -0.7131 2.3558 0.022 0.030 0.003 0.079
H 5.5678 -1.0843 0.6269 -0.011 -0.022 -0.010 0.068
C 0.0609 3.3026 -3.7879 0.036 0.038 0.013 -0.057
C -0.6153 2.4678 -2.7197 0.102 -0.067 0.072 -0.591
O -2.0354 2.4948 -2.8939 -0.078 -0.109 -0.058 -0.069
P -0.2353 0.6925 -2.8662 0.288 0.107 -0.304 0.508
O -1.0535 0.1953 -4.1295 -0.094 -0.102 0.184 -0.078
O 1.2700 0.5221 -3.3239 -0.120 0.043 -0.058 -0.104
O -0.5577 -0.0848 -1.6311 0.053 -0.001 0.135 -0.318
P -0.2903 2.9431 -0.9608 -0.512 -0.064 0.596 0.301
O -0.1862 4.5431 -0.9434 0.509 -0.033 -0.141 -0.107
O 1.0385 2.3277 -0.5290 -0.329 -0.188 0.217 -0.425
O -1.5089 2.5061 -0.2432 -0.271 0.097 -0.115 -0.294
H -0.1682 2.9183 -4.7825 -0.015 0.006 0.001 0.088
H 1.1427 3.2958 -3.6533 0.002 0.000 0.001 0.089
H -0.3049 4.3255 -3.7111 0.010 0.004 -0.004 0.088
H -2.4009 2.4275 -1.9875 0.011 0.052 0.014 0.082
H -2.0005 0.3766 -4.0214 0.063 0.071 -0.061 0.101
H 1.6001 -0.3796 -3.1748 -0.005 0.009 0.052 0.047
H 0.7127 4.8414 -0.7523 -0.075 0.014 -0.062 0.084
Cl -3.1662 -5.3185 -2.1468 -0.011 -0.005 -0.002 0.659
C -2.0475 -4.1995 -1.4276 -0.021 -0.013 -0.008 -0.665
C -0.7847 -4.0471 -1.9863 0.017 -0.021 -0.037 -0.118
C 0.1006 -3.1677 -1.4083 -0.046 0.062 0.092 -0.562
Cl 1.6526 -2.9101 -2.1500 0.044 -0.007 -0.034 0.728
C -0.2025 -2.4205 -0.2486 -0.017 -0.061 -0.116 -0.401
O 0.7335 -1.6820 0.2882 -0.330 0.328 0.417 -0.267
C -1.5167 -2.5578 0.2529 0.067 -0.178 -0.145 -0.122
C -2.0432 -1.7372 1.3460 -0.164 0.146 0.093 -0.206
O -1.4979 -0.7988 1.8762 0.089 -0.077 0.165 -0.002
C -2.4151 -3.4548 -0.3314 0.100 0.055 -0.001 -0.060
H -0.5055 -4.6011 -2.8716 0.002 0.001 0.000 0.108
H -3.0685 -2.0234 1.6590 0.017 -0.002 -0.014 0.127
H -3.4130 -3.5506 0.0781 -0.005 0.001 0.009 0.113
```
Forces are in eV/Å.



(3)
C13H16HgN2PSe as an isolated structure, computed with ωB97M-V/def2-TZVPD.

Output
HOMO-LUMO gap in eV: 4.589
HOMO level in eV: -2.04
Net charge: -1

Geometry as XYZ:
```
34
Properties=species:S:1:pos:R:3:forces:R:3:lowdin_charge:R:1
C -3.0138 1.8043 -3.8126 0.419 0.010 0.413 -0.252
C -1.8233 2.4500 -4.2630 -0.147 0.217 0.986 -0.233
C -1.4820 3.4573 -3.2992 -0.854 -0.598 -0.235 -0.233
C -2.4904 3.4556 -2.2895 0.457 -0.763 -0.343 -0.249
C -3.3917 2.3882 -2.5661 0.358 0.358 -0.645 -0.247
Hg -0.9616 -0.2925 -1.0726 -1.604 0.986 0.984 0.372
P -1.0982 -2.3223 -2.4817 0.255 -1.115 -1.109 0.436
H -3.5178 0.9630 -4.3086 0.209 0.401 0.212 0.047
H -1.2362 2.1730 -5.1371 -0.152 0.124 0.102 0.041
H -0.5917 4.0793 -3.3062 -0.169 0.023 -0.103 0.047
H -4.2254 2.0801 -1.9416 0.009 0.116 -0.149 0.047
H -2.5288 4.1178 -1.4267 0.035 -0.151 -0.108 0.050
H 0.0578 -3.1470 -2.6590 -0.480 -0.378 -0.667 -0.178
H -1.4949 -1.8155 -3.7786 0.125 -0.984 0.474 -0.125
H -2.0910 -3.2485 -2.0347 0.286 0.155 -0.644 -0.147
C 0.1415 1.1654 3.2303 0.121 0.110 -0.134 -0.062
N 0.9823 0.4169 2.3071 -0.439 -1.160 0.678 -0.100
C 1.1362 0.7103 0.9771 -0.532 1.207 -0.741 -0.838
Se 0.0471 1.8833 0.0474 1.957 0.603 0.805 0.469
N 1.8612 -0.3378 0.4373 -0.104 -0.435 -0.275 0.062
C 2.0234 -1.3424 1.3912 0.492 0.181 -0.529 -0.220
C 2.7037 -2.5415 1.3090 0.031 0.037 0.124 -0.035
C 2.9369 -3.2167 2.5126 -0.168 0.034 0.542 -0.110
C 2.4398 -2.7179 3.7395 0.076 -0.201 -0.417 -0.107
C 1.6608 -1.5477 3.7857 0.197 -0.117 -0.241 -0.023
C 1.4756 -0.8769 2.5791 0.163 1.136 0.383 -0.168
H -0.6044 0.4991 3.6756 0.104 0.114 -0.079 0.094
H -0.3680 1.9648 2.6769 0.167 -0.355 0.112 0.027
H 0.7483 1.6244 4.0206 -0.032 -0.141 -0.077 0.088
H 2.1899 -0.4164 -0.5335 -0.606 0.373 0.951 0.147
H 3.0336 -2.8882 0.3295 0.162 -0.090 0.386 0.109
H 3.5360 -4.1314 2.5188 -0.285 0.288 -0.030 0.093
H 2.6908 -3.2553 4.6625 -0.248 0.247 -0.410 0.094
H 1.2545 -1.1347 4.7105 0.200 -0.232 -0.216 0.104
```
Forces are in eV/Å.



(4)
An isolated molecule of C13H16N2O5, computed with ωB97M-V/def2-TZVPD.

Output
HOMO-LUMO gap in eV: 9.218
HOMO level in eV: -9.21
SMILES: N[C@@H](CC(=O)O)C(=O)N[C@@H](Cc1ccccc1)C(=O)O
Energy relative to the best compared isomer or geometry (same formula, charge and spin) in kJ/mol: 835.79

Geometry as XYZ:
```
36
Properties=species:S:1:pos:R:3:forces:R:3:lowdin_charge:R:1
C 0.7579 2.3754 -0.4432 -0.021 0.630 -2.226 -0.397
C 0.3263 1.1774 -1.3195 -2.693 5.375 2.751 -0.426
C 2.2716 2.8205 -0.6051 -3.208 -0.033 0.329 -0.001
C 3.1066 1.5547 -0.4219 -0.583 0.314 0.874 -0.426
C -1.4849 -0.2220 -1.5910 -3.614 -2.054 1.413 -0.307
C -2.9049 -0.4427 -1.0927 -1.884 -1.461 -1.741 -0.385
C -0.6845 -1.4957 -1.3428 -0.321 -3.045 2.670 -0.041
C -0.1632 -1.9047 0.1814 -2.240 2.561 -2.449 -0.112
C -1.2626 -2.3873 0.9218 1.105 2.904 1.980 -0.015
C 1.0544 -1.3900 0.7622 -5.451 -4.674 2.599 -0.025
C -1.0204 -2.2892 2.3805 -8.218 -4.206 -2.486 -0.132
C 1.1277 -1.6129 2.1306 3.367 1.271 0.360 -0.069
C 0.0693 -1.9561 2.9599 5.283 -0.049 2.880 -0.154
H -0.7625 1.7234 1.0028 4.304 1.122 -0.748 0.185
H 0.2945 3.0280 1.2627 0.163 -0.807 0.809 0.100
H 0.1678 3.2481 -0.6999 -0.058 0.295 -1.388 0.135
H 2.4088 3.6216 0.2451 0.323 -1.471 -1.955 0.164
H 2.1951 3.2265 -1.6966 1.252 -0.568 2.119 0.165
H 1.6694 0.6682 0.6226 -4.790 2.192 2.198 -0.032
H -1.6034 1.7104 -0.4616 0.868 -2.438 -1.919 0.185
H -1.6779 -0.4174 -2.6510 0.370 1.630 -0.565 0.170
H 0.1343 -1.3713 -2.0083 0.682 -1.045 -0.787 0.090
H -1.5663 -2.4071 -1.5616 5.059 1.979 0.627 0.150
H -2.3363 -2.2186 0.4997 2.071 -1.350 0.883 0.133
H 1.8172 -0.8666 0.3925 2.154 -0.363 -2.440 0.008
H -1.8506 -2.7986 3.0236 1.237 1.398 -1.053 0.134
H 2.1801 -1.4553 2.5809 -1.872 0.063 -0.493 0.143
H 0.3044 -2.1569 4.0503 -0.675 0.560 -1.388 0.137
H -2.5792 -2.2524 -1.9857 -2.230 1.509 -0.134 0.054
N 0.3419 2.0883 0.8460 -3.749 -0.190 5.047 0.005
N -1.0627 0.9757 -1.0457 3.303 1.352 -0.727 0.106
O 1.0422 0.7886 -2.1601 0.807 -2.526 -2.328 0.171
O 4.2184 1.4943 -0.8276 0.109 -0.913 0.187 0.150
O 2.4796 0.4906 0.3115 8.259 2.293 -3.472 0.028
O -3.6462 0.3123 -0.4947 1.613 -1.811 -1.027 0.127
O -3.3619 -1.6591 -1.7651 -0.722 1.556 1.597 -0.018
```
Forces are in eV/Å.



(5)
An isolated molecule of C13H16N4O2S, computed with ωB97M-V/def2-TZVPD.

Output
HOMO-LUMO gap in eV: 7.919
HOMO level in eV: -8.62
SMILES: CCOC(=O)c1nnc(-c2cccs2)nc1NC(C)C
Energy relative to the best compared isomer or geometry (same formula, charge and spin) in kJ/mol: 264.95

Geometry as XYZ:
```
36
Properties=species:S:1:pos:R:3:forces:R:3:lowdin_charge:R:1
O -2.0343 1.3677 1.7106 -0.590 -0.075 -2.464 0.046
N -0.6302 -0.2970 -2.4091 -2.446 0.876 -1.857 0.055
N -1.4110 0.4749 -1.6875 0.561 -0.201 1.527 0.131
N 0.5172 -1.2527 -0.5888 -2.396 1.105 -0.156 0.175
O -2.8370 2.2096 -0.2465 -0.209 0.352 0.126 0.007
S 2.6853 -2.4047 -2.2165 0.450 -0.175 -2.294 0.972
C -2.1301 1.3293 0.4579 0.734 1.279 2.689 -0.404
C 3.4269 -2.4026 -3.9035 -1.440 -0.489 1.991 -0.334
C 2.5597 -1.8594 -4.7855 -0.239 0.919 1.561 -0.201
C 1.3820 -1.2876 -4.1713 -1.313 -0.466 -0.261 -0.110
C 1.2283 -1.6555 -2.8406 0.860 0.274 -1.040 -0.481
C 0.1902 -1.1654 -1.9052 3.535 1.055 2.129 -0.361
C -1.2706 0.4476 -0.3399 -0.012 -0.866 -2.570 -0.098
C -0.2947 -0.4405 0.1870 0.598 -2.269 2.085 -0.197
N -0.2277 -0.6340 1.5393 -1.917 2.421 0.593 0.054
C -1.7530 4.2507 0.5108 0.202 1.457 1.033 -0.084
C 1.0909 -0.4301 3.5064 2.499 -2.916 -0.455 -0.055
C 0.3685 -2.7231 2.6824 2.053 -0.216 0.303 -0.067
C -3.0448 3.5377 0.3755 -0.883 -1.270 0.547 -0.197
C 0.8061 -1.3431 2.2581 0.771 1.275 0.711 -0.465
H 4.3371 -2.9328 -4.1544 -0.013 0.176 0.402 0.062
H 2.8484 -1.7685 -5.7942 -0.075 0.191 -1.136 0.084
H 0.5973 -0.6724 -4.7215 1.189 -1.053 0.885 0.130
H -0.8617 0.0391 2.1844 1.685 -1.792 -2.499 0.174
H -1.1382 4.3421 -0.3865 -0.359 0.095 -0.042 0.088
H -1.1331 3.8413 1.3253 -0.276 -0.051 -0.397 0.083
H -2.1085 5.2449 0.8876 0.832 -0.371 -0.484 0.099
H 1.8891 -0.9775 4.1638 -1.046 1.297 -1.267 0.109
H 0.2343 -0.4616 4.1251 -1.141 0.716 0.554 0.054
H 1.4352 0.5157 3.1094 -0.092 0.382 0.616 0.075
H 0.1431 -3.2640 1.7635 0.267 -0.537 0.238 0.069
H 1.3015 -3.1441 3.2948 -2.449 0.330 -1.219 0.128
H -0.5637 -2.6211 3.2310 0.131 -0.296 0.515 0.073
H -3.8396 4.0842 -0.1629 0.730 -0.603 -0.457 0.131
H -3.4715 3.4148 1.3794 0.156 -0.324 -0.173 0.119
H 1.7083 -1.3619 1.6217 -0.359 -0.227 0.267 0.135
```
Forces are in eV/Å.



(6)
An isolated molecule of C13H16N4O3, computed with ωB97M-V/def2-TZVPD.

Output
HOMO-LUMO gap in eV: 8.792
HOMO level in eV: -8.12
SMILES: CC(=O)Nc1ccc(OC[C@H](O)Cn2cncn2)cc1
Energy relative to the best compared isomer or geometry (same formula, charge and spin) in kJ/mol: 70.14

Geometry as XYZ:
```
36
Properties=species:S:1:pos:R:3:forces:R:3:lowdin_charge:R:1
C 6.8292 0.6309 0.2028 0.068 -0.234 0.072 -0.003
C 5.5919 -0.2418 0.2902 0.286 0.456 -0.093 -0.517
O 5.6251 -1.4072 0.6101 -0.013 -0.307 0.084 0.067
N 4.4569 0.4440 -0.0333 -0.015 0.414 -0.113 0.109
C 3.1319 -0.0061 -0.0667 -0.375 -0.091 -0.024 -0.226
C 2.1434 0.8971 -0.4422 0.234 -0.172 0.077 -0.024
C 0.8129 0.5216 -0.4963 -0.295 -0.114 0.006 -0.017
C 0.4508 -0.7785 -0.1692 0.201 -0.125 0.016 -0.264
C 1.4403 -1.6858 0.2069 -0.303 0.227 -0.097 0.007
C 2.7648 -1.3102 0.2593 0.091 -0.069 0.032 -0.001
H 3.5208 -2.0189 0.5515 0.014 -0.018 0.007 0.101
H 1.1474 -2.6923 0.4599 -0.028 -0.128 0.033 0.120
O -0.8292 -1.2615 -0.1869 0.044 -0.167 0.030 -0.050
C -1.8744 -0.3896 -0.5638 -0.399 0.095 0.098 -0.158
C -3.1743 -1.1903 -0.4335 0.288 0.448 0.286 -0.348
O -3.1778 -2.2917 -1.3043 -0.009 -0.174 -0.236 -0.007
H -2.3227 -2.7318 -1.2165 -0.052 0.015 -0.009 0.100
C -4.3970 -0.3293 -0.7894 0.511 -0.614 -0.340 -0.077
N -4.6464 0.6793 0.1955 -0.450 0.214 0.577 -0.137
C -5.5147 0.6753 1.2237 0.157 0.116 -0.132 -0.149
N -5.3954 1.7774 1.9231 -0.408 -0.016 0.484 0.074
C -4.4174 2.4465 1.2835 -0.073 -0.284 -0.117 -0.220
N -3.9379 1.8158 0.2377 0.557 0.360 -0.515 0.092
H -4.0624 3.4067 1.5953 0.137 0.233 0.011 0.100
H -6.2034 -0.1201 1.4201 -0.157 -0.264 -0.024 0.125
H -5.2668 -0.9848 -0.8633 0.047 0.110 0.005 0.138
H -4.2264 0.1510 -1.7559 -0.132 -0.031 0.076 0.140
H -3.2636 -1.5354 0.6109 -0.020 0.141 -0.129 0.158
H -1.9139 0.4935 0.0845 0.066 -0.121 -0.101 0.117
H -1.7483 -0.0670 -1.6064 -0.019 0.002 0.061 0.146
H 0.0757 1.2514 -0.7905 -0.089 0.048 -0.026 0.107
H 2.4128 1.9127 -0.6976 0.029 0.104 -0.027 0.111
H 4.5708 1.4161 -0.2860 0.096 -0.210 0.071 0.140
H 7.6995 0.0411 0.4745 -0.021 -0.013 0.000 0.083
H 6.9545 1.0061 -0.8109 0.022 0.071 -0.067 0.082
H 6.7435 1.4757 0.8833 0.011 0.096 0.024 0.082
```
Forces are in eV/Å.